This record from OMol25 describes a 13-piece molecular cluster, C34H50N8O12 overall at a distorted geometry. The level of theory is ωB97M-V/def2-TZVPD.

Geometry as XYZ:
```
104
Properties=species:S:1:pos:R:3:forces:R:3
O -2.8632 -3.3485 1.0387 0.6126 -0.1527 0.1444
O -5.6534 -1.7263 3.2306 -0.2148 -0.3067 0.6661
O -0.6943 1.5110 2.6222 0.1283 -1.0918 1.6373
O -6.0259 -1.6511 1.0396 -1.6313 -1.5331 -2.7263
O -2.8367 -2.9249 3.2790 0.4284 0.1246 -1.2553
O -1.5966 0.8094 4.5804 0.9817 0.8586 -0.9636
O -1.0728 -2.4468 1.9816 0.4538 -0.3673 -0.0824
O 0.1656 0.5486 -2.3334 -0.1929 0.0376 -0.5115
O 1.2116 -0.7887 -0.9900 0.0995 0.4564 0.8450
O -4.7741 -0.1522 1.9925 0.4554 1.4128 -0.2037
O 3.8692 -3.1498 1.7192 -0.9189 -0.4884 0.3177
O 4.2003 -0.9244 1.6068 -0.0751 -1.0120 0.6572
N 5.3262 -2.2652 -2.1761 0.7961 1.2026 -0.4520
N -2.9726 -1.4658 -3.1322 -0.6420 0.5513 0.5543
N -4.6095 4.3776 3.9630 0.0173 -0.8682 -1.9565
N 1.0333 -4.8636 -2.5953 -1.3974 1.6871 -0.8926
N -2.0339 4.6662 -1.9934 -0.7157 -1.3310 2.5696
N -1.8551 2.7346 -6.2582 0.1817 -1.4866 0.4410
N 3.4043 1.0774 -2.6055 0.5514 -1.0129 -1.5012
N 3.4864 4.6488 1.2117 -0.3219 -0.0372 -0.2867
C 4.5979 -2.2144 1.7209 1.4111 0.5931 -0.8947
C 0.8950 0.3521 -1.2365 0.7063 -0.6313 -0.1306
C -1.9050 -3.1432 -0.0552 -0.5289 0.7681 0.4600
C 1.2236 1.6908 -0.5679 0.2916 -0.8283 -0.2424
C -1.4587 5.7769 -4.2295 -1.0425 -1.1055 -1.2221
C -5.5377 -1.2248 2.0031 0.6458 0.2676 1.9638
C 3.7801 0.4774 -3.5270 -0.5343 1.5111 1.5813
C 2.2966 2.7623 2.5539 0.9913 1.5949 0.9692
C -1.7297 1.6205 -5.9563 -0.3512 2.0045 -0.6866
C 3.7302 -4.1028 -1.4034 -0.2652 -2.4846 1.6303
C -4.2570 0.1048 3.2916 1.4898 -0.3703 -0.3784
C -1.5402 0.2560 -5.5285 0.1008 -0.2948 0.0480
C 2.8656 3.8157 1.7024 0.5098 -0.0764 0.1836
C -4.9603 -0.4531 -1.8181 -1.3024 -0.9962 0.5534
C 6.5743 -0.8615 1.1875 -0.3301 -1.2145 -0.0037
C -2.2965 -2.9184 2.1924 -1.1810 -0.0966 0.8096
C 0.5791 -3.9005 -3.0743 1.0735 -1.1067 0.0794
C 6.1290 -2.2533 1.6812 0.3445 -1.5378 -0.6006
C -0.2355 -1.0425 5.0607 -0.9826 -0.0603 0.5850
C 5.3458 -0.0678 1.6204 -0.0047 0.6146 0.1945
C -3.8334 -0.9801 -2.5320 1.0317 -1.0420 -0.7152
C 0.4806 -0.1897 4.0617 -0.0850 1.1166 -1.2303
C 4.5621 -3.0372 -1.8351 -0.0175 -0.4958 0.0952
C 0.3545 2.6760 -1.3564 0.3661 0.6619 1.1780
C -1.2215 -0.0440 5.6763 -1.3575 -0.5419 -1.2357
C -4.0058 3.1675 1.7419 0.0115 -1.5397 -1.6150
C 0.0337 1.9297 -2.6145 -2.4754 0.5276 -0.4789
C -4.9612 -0.8876 4.1654 -1.3441 0.2567 -0.7239
C -0.6193 0.8148 3.6259 -0.5344 -0.0484 -1.0335
C 4.3121 -0.1903 -4.7132 -0.8647 0.7113 0.8257
C -4.4153 3.8697 2.9314 0.6115 0.9710 2.3725
C -0.6114 -2.9642 0.7027 -0.3871 2.0666 -0.0015
C -1.7488 5.1515 -2.9686 0.5091 1.2001 -1.9418
C 0.2315 -2.5987 -3.6740 -0.5910 0.7406 2.1869
H 0.3306 -1.4270 5.8739 0.9721 -0.4797 0.4001
H -0.2090 -3.9178 0.8409 1.2312 -1.3222 0.4744
H 6.4762 -2.4360 2.7054 -0.0187 -0.0265 -0.1277
H -3.0805 2.5496 1.7928 -0.3990 0.6389 0.8383
H -3.8143 3.8034 0.8635 -0.4912 0.0761 0.4229
H -0.7605 -1.8876 4.5827 0.0863 0.5022 0.1305
H 2.8746 2.9373 3.5204 -0.8734 -0.7569 -0.9962
H -0.8168 -2.3068 -3.5023 0.1232 -0.6006 -0.2713
H -2.1853 -0.4760 5.9280 0.1625 -0.3865 0.5641
H 2.9432 -3.7614 -0.6959 0.8201 -0.2253 -0.1833
H -5.6703 -0.3397 4.7588 -0.7091 -0.0533 0.3223
H -4.5872 1.0725 3.6385 0.7349 0.6227 -0.3271
H -4.3896 -1.4700 4.8138 1.2129 -1.0669 0.6980
H -4.9514 0.5995 -1.8879 0.0393 1.3176 0.1100
H -4.7858 2.4061 1.5037 0.3471 0.7147 -0.1216
H -1.4949 4.9998 -5.0220 0.1232 0.4344 0.3797
H 2.4668 1.7956 2.1123 -0.0174 -0.4005 0.1059
H -2.2082 6.5109 -4.4693 -0.4658 0.2450 0.0130
H -1.8983 -4.0105 -0.7131 -0.1767 0.1498 0.0547
H -0.8842 0.5877 6.4777 0.5385 0.0755 0.4126
H -2.2083 -2.2232 -0.5569 -0.0171 -0.2388 -0.2531
H -0.9503 -0.3030 -6.2688 -0.2115 0.1318 0.3410
H 0.9179 -0.7304 3.1798 -0.2172 0.7700 0.9482
H 0.4880 -2.4325 -4.6918 0.3404 -0.4322 -0.8391
H 5.1812 0.4253 -5.0074 -0.1929 -0.9280 -0.1424
H 1.1583 0.5404 4.5485 0.4190 -0.7690 -0.2155
H -5.0242 -0.7766 -0.7572 0.2634 0.1390 -0.6477
H -3.1653 -0.0759 3.1787 -0.8465 0.6443 0.5969
H 5.4731 0.3647 2.6244 -0.1120 -0.0960 -0.2471
H 6.7085 -0.8714 0.0945 -0.0769 0.1410 0.4267
H 3.4942 -0.1266 -5.4464 0.5673 -0.2921 -0.1078
H 6.4404 -3.1717 1.0556 -0.4009 1.6031 0.9142
H 0.7313 -1.8396 -3.0428 0.1854 -0.3168 -0.3299
H 1.2488 2.9845 2.7126 -0.1992 -0.3341 0.0599
H 0.0903 -2.1884 0.3538 -0.2422 -0.7915 -0.3394
H 3.1774 -4.5828 -2.2014 0.1561 0.1887 -0.3781
H -1.0515 2.0754 -2.8830 1.1169 0.0582 -0.0619
H -5.8971 -0.7948 -2.3011 0.5215 0.0529 0.1826
H -0.5373 6.2734 -4.2522 1.4956 0.5133 0.1497
H -2.4848 -0.2380 -5.3152 -0.0669 -0.0283 -0.2739
H 0.9180 1.5921 0.4650 -0.0118 0.1442 0.2921
H 2.3193 1.8015 -0.6365 -0.5781 0.1407 -0.0119
H 7.5060 -0.5860 1.6926 -0.3139 0.3096 -0.2553
H 5.0165 0.6621 0.9227 0.3986 1.1716 -0.4710
H 4.4678 -1.2043 -4.3338 0.6191 -0.0096 -0.7890
H -0.5081 2.9246 -0.7356 -0.3077 -0.3654 -0.3518
H 4.3862 -4.9695 -0.9492 -1.2567 1.9056 -0.5503
H 0.6687 2.2001 -3.4438 0.2707 0.0013 -0.2975
H -1.0391 0.3164 -4.5708 0.4043 -0.3123 0.1738
H 0.7565 3.6670 -1.5664 0.5421 -0.2378 -0.0041
```
Positions in Å, forces in eV/Å.

Net charge = 0
Highest occupied orbital energy = -10.38 eV
E_LUMO = 0.012 Eh
F_max = 3.53 eV Å⁻¹
Gap between HOMO and LUMO = 10.6971 eV